{"formula": "C29H36N6O2", "method": "wB97M-V/def2-TZVPD", "elements": ["C", "H", "H", "H", "C", "C", "H", "H", "H", "C", "C", "N", "C", "N", "N", "C", "N", "C", "C", "C", "C", "C", "C", "C", "O", "H", "H", "H", "H", "C", "C", "C", "O", "N", "H", "C", "C", "C", "N", "C", "C", "H", "H", "H", "H", "C", "C", "C", "C", "C", "C", "C", "H", "H", "H", "H", "H", "H", "H", "H", "H", "H", "H", "H", "H", "H", "H", "H", "H", "H", "H", "H", "H"], "coordinates": [[1.49, -5.74, 4.14], [0.41, -5.83, 4.23], [1.88, -6.64, 3.68], [1.91, -5.66, 5.14], [1.87, -4.51, 3.32], [3.39, -4.40, 3.19], [3.67, -3.61, 2.50], [3.80, -5.34, 2.82], [3.84, -4.19, 4.16], [1.26, -3.26, 3.97], [1.44, -1.97, 3.17], [0.88, -2.08, 1.84], [-0.47, -2.14, 1.72], [-1.33, -2.09, 2.70], [-2.55, -2.21, 2.16], [-2.45, -2.32, 0.87], [-1.11, -2.28, 0.51], [-0.39, -2.29, -0.68], [-0.96, -2.33, -1.95], [-0.16, -2.33, -3.07], [1.23, -2.29, -2.96], [1.80, -2.23, -1.71], [1.01, -2.23, -0.56], [1.70, -2.12, 0.73], [2.91, -2.06, 0.84], [2.87, -2.19, -1.58], [1.85, -2.29, -3.85], [-0.62, -2.34, -4.05], [-2.02, -2.31, -2.08], [-3.65, -2.44, 0.01], [-4.26, -1.05, -0.27], [-3.17, -0.04, -0.62], [-2.76, 0.11, -1.76], [-2.72, 0.65, 0.45], [-3.07, 0.39, 1.36], [-1.67, 1.66, 0.41], [-2.02, 2.80, -0.56], [-0.91, 3.83, -0.56], [0.34, 3.22, -0.97], [0.73, 2.19, -0.04], [-0.32, 1.08, 0.00], [-0.01, 0.32, 0.71], [-0.41, 0.64, -0.99], [1.69, 1.76, -0.37], [0.88, 2.59, 0.98], [1.39, 4.21, -1.18], [1.08, 5.08, -2.36], [0.56, 4.52, -3.52], [0.28, 5.32, -4.62], [0.53, 6.68, -4.58], [1.05, 7.24, -3.43], [1.32, 6.45, -2.33], [1.73, 6.90, -1.43], [1.25, 8.30, -3.39], [0.32, 7.30, -5.44], [-0.13, 4.87, -5.52], [0.36, 3.46, -3.54], [2.32, 3.66, -1.38], [1.55, 4.83, -0.28], [-1.14, 4.63, -1.27], [-0.82, 4.28, 0.45], [-2.97, 3.26, -0.27], [-2.13, 2.38, -1.56], [-1.60, 2.07, 1.42], [-4.81, -0.72, 0.61], [-4.95, -1.12, -1.11], [-4.39, -3.04, 0.55], [-3.42, -2.96, -0.92], [0.94, -1.16, 3.69], [2.50, -1.73, 3.04], [0.19, -3.42, 4.12], [1.72, -3.11, 4.95], [1.44, -4.62, 2.32]], "lowdin_charge": [-0.08, 0.08, 0.07, 0.08, -0.43, -0.07, 0.06, 0.08, 0.08, -0.16, -0.12, 0.06, -0.30, 0.09, 0.08, -0.30, 0.15, -0.12, 0.00, -0.05, -0.06, 0.00, -0.06, -0.37, 0.07, 0.12, 0.11, 0.11, 0.09, -0.10, -0.08, -0.50, 0.06, 0.12, 0.14, -0.29, -0.12, -0.18, -0.17, -0.18, -0.12, 0.10, 0.12, 0.12, 0.13, -0.16, -0.23, -0.04, -0.08, -0.10, -0.09, -0.05, 0.11, 0.10, 0.10, 0.10, 0.11, 0.13, 0.13, 0.12, 0.13, 0.12, 0.11, 0.15, 0.12, 0.12, 0.12, 0.10, 0.13, 0.12, 0.10, 0.12, 0.13], "total_charge": 0, "relative_energy_kj_mol": 30.48, "max_force_ev_per_a": 1.2, "e_tot_ev": -43695.1754, "spin_multiplicity": 1, "orbital_gap_ev": 9.0}